# 1
One molecule with the formula C11H13BrN2 in a non-equilibrium geometry. Source: the Open Molecules 2025 dataset; level of theory: ωB97M-V/def2-TZVPD.

Each line ends with the Löwdin charge.
Element x y z (Å)
Br: -2.80468 1.26180 0.18260  0.6879
N: -0.81070 -0.90653 -0.11370  -0.0395
N: -0.02358 1.24809 -0.18554  0.0783
C: 0.05922 2.60787 -0.35212  -0.1782
C: -1.00219 0.45566 -0.08574  -0.6333
C: -0.63264 -1.68978 -1.23341  -0.2845
C: -1.07471 -1.66883 0.99848  -0.3022
C: -0.83340 -2.91747 0.60181  -0.0579
C: -0.53767 -1.11546 -2.64680  -0.0069
C: 1.20856 3.17894 -0.09382  -0.1162
C: -1.24777 -0.96143 2.31374  -0.0300
C: 2.48101 2.57045 0.27284  -0.1516
C: -0.60827 -2.95128 -0.81787  -0.0538
C: 2.67250 1.41869 0.97803  0.0468
H: -2.20683 -0.48786 2.33301  0.0338
H: 1.39453 4.21472 -0.43625  0.1110
H: 3.22051 3.24101 -0.17684  0.0961
H: -0.93417 -1.57177 3.20492  0.1067
H: -1.45974 -1.02943 -3.18460  0.0646
H: -0.51738 -3.83582 -1.50113  0.1259
H: 0.13289 -1.88465 -3.26324  0.1259
H: 3.61950 1.06210 1.17877  0.0223
H: -0.46285 -0.25624 2.35830  0.0519
H: 0.05747 -0.25556 -2.60287  0.0389
H: -0.80758 3.09775 -0.73223  0.0799
H: 1.96231 0.96654 1.63391  0.0449
H: -0.84433 -3.79151 1.36973  0.1393

As for the SMILES: C=C/C=C\N=C(/Br)n1c(C)ccc1C. The LUMO energy comes out at 0.00 eV. For the energy above the lowest of the compared OMol25 structures with the same formula, charge and spin, the calculation gives 161.0 kJ/mol. Its spin multiplicity is 1. For the frontier orbital gap, the calculation gives 8.4 eV. The calculation puts the highest occupied orbital energy at -8.4 eV. As for the molar mass: 253.1 g/mol. The value obtained for the electronic energy is -84637.4948 eV.

# 2
An isolated ion of composition C5H12NS and charge -1 in a non-equilibrium geometry. Source: the Open Molecules 2025 dataset; level of theory: ωB97M-V/def2-TZVPD.

Each line ends with the Löwdin charge.
Element x y z (Å)
S: -1.82216 -1.20699 -2.71567  0.0342
N: 0.01236 -0.27094 1.35055  -0.2626
C: 0.70799 0.95162 1.68463  -0.1639
C: -0.95181 0.45191 -2.39983  -0.7181
C: 0.98961 -1.37172 1.29985  -0.1276
C: -0.78776 -0.20653 0.07089  -0.2730
C: -0.15640 0.51117 -1.10913  -0.3151
H: 0.78693 0.01226 -1.38947  0.1066
H: -1.07873 -1.22897 -0.17382  0.0395
H: -0.06150 1.52421 -0.70149  0.0880
H: 0.61346 -2.09598 0.56866  0.0780
H: -0.01526 1.66735 2.09868  0.0802
H: 1.09014 -1.83768 2.27685  0.0673
H: -0.40604 0.86102 -3.25223  0.0290
H: 1.34711 0.76243 2.56315  0.0708
H: 1.39375 1.32789 0.91615  0.0718
H: -1.76949 0.15837 0.39493  0.1112
H: 1.95398 -1.09940 0.84606  0.0727
H: -1.84619 1.08998 -2.32875  0.0111

As for the SMILES: CN(C)CCC[S-]. As for the charge: -1. The LUMO energy comes out at 3.61 eV. For the energy above the lowest of the compared OMol25 structures with the same formula, charge and spin, the calculation gives 112.6 kJ/mol. Its spin multiplicity is 1. For the frontier orbital gap, the calculation gives 5.9 eV. The calculation puts the highest occupied orbital energy at -2.3 eV. As for the molar mass: 118.2 g/mol. The value obtained for the electronic energy is -17704.6234 eV.

# 3
One molecule with the formula C5H9NO. Source: the Open Molecules 2025 dataset; level of theory: ωB97M-V/def2-TZVPD.

Each line ends with the Löwdin charge.
Element x y z (Å)
O: -1.27366 -1.75394 -2.27061  0.0584
N: 1.02942 0.86528 0.17695  -0.1612
C: -0.74226 -0.99789 -0.04265  -0.1451
C: -1.54094 -1.73510 -1.09402  -0.2538
C: 0.01459 1.34278 -0.88380  -0.0558
C: 0.28708 -0.09914 -0.68460  -0.3442
C: 0.74429 1.16930 1.58476  -0.0448
H: 2.02384 0.87332 -0.02980  0.1552
H: -0.29689 -1.76317 0.61433  0.1271
H: -1.44683 -0.41060 0.55861  0.1165
H: 0.29619 2.16277 1.63083  0.0885
H: 0.98578 -0.66578 -1.30943  0.1399
H: 0.04214 0.44604 2.00395  0.0772
H: 0.62268 1.72550 -1.71400  0.0336
H: 1.67190 1.13772 2.16608  0.0881
H: -2.41733 -2.29708 -0.70660  0.1205

The LUMO energy comes out at 0.75 eV. For the energy above the lowest of the compared OMol25 structures with the same formula, charge and spin, the calculation gives 438.5 kJ/mol. Its spin multiplicity is 1. For the frontier orbital gap, the calculation gives 8.2 eV. The calculation puts the highest occupied orbital energy at -7.5 eV. As for the molar mass: 99.1 g/mol. The value obtained for the electronic energy is -8864.6675 eV.

# 4
C31H25BrCl2CuF6N4O7S2 as an isolated structure in a non-equilibrium geometry. Source: the Open Molecules 2025 dataset; level of theory: ωB97M-V/def2-TZVPD.

Each line ends with the Löwdin spin population.
Element x y z (Å)
Br: -4.76337 -4.44308 -1.97977  0.0108
Cu: 0.96892 0.04975 -1.87469  0.0302
Cl: -4.88294 -0.17058 1.75162  0.0000
Cl: -3.32893 4.50718 4.01705  0.0000
S: 0.73959 -1.95815 0.94071  0.0004
S: 1.10449 -0.71200 3.40480  0.0000
F: 1.37938 -4.81614 0.60385  0.0000
F: 1.42375 -2.96583 5.02745  0.0000
F: 1.91731 -1.29945 6.25684  0.0000
F: -0.16753 -1.71527 5.88314  0.0000
F: 2.34934 -3.59666 -0.97184  0.0005
F: 2.95841 -3.31601 1.16886  0.0000
O: 7.48237 -0.52213 3.07647  0.0000
O: -0.19801 2.48943 -2.15747  0.0011
O: -0.02625 0.10874 2.95151  0.0000
O: 1.21890 -0.92506 0.03021  0.0015
O: -0.66379 -2.17387 1.10665  0.0005
O: 6.08712 -0.02354 1.40478  0.0000
O: 0.26470 1.18314 -0.36474  0.0009
N: 1.38423 -2.04501 2.53760  0.0004
N: 0.19731 -1.20385 -3.32695  0.1978
N: 2.07896 0.60123 -3.42743  0.1262
N: -3.80661 2.72752 1.66710  0.0000
C: -3.78552 2.06366 2.86409  0.0000
C: -2.88557 2.07366 5.08679  0.0000
C: 2.46120 0.18961 -5.75057  0.0376
C: 6.95789 -0.83585 0.59854  0.0000
C: 3.40926 2.15640 -4.66972  0.1002
C: 1.87488 -0.12150 -4.54504  0.0899
C: 2.84196 1.70755 -3.52429  0.0075
C: -5.26409 1.95848 -0.16720  0.0000
C: -2.08786 -4.14236 -3.17249  -0.0021
C: 6.52260 0.10706 2.68380  0.0000
C: -3.69681 0.02300 4.16709  0.0000
C: -4.38681 1.92368 -2.43982  0.0002
C: -3.98933 2.25707 0.34712  0.0000
C: 3.31685 1.28379 -5.78296  0.0450
C: -3.33146 2.78917 3.99812  0.0000
C: -5.43182 1.73845 -1.53886  0.0000
C: -2.87643 2.30788 -0.57090  0.0000
C: -1.87254 -1.56827 -2.10423  0.0338
C: -0.40371 2.13883 -0.96609  0.0000
C: -1.03596 -3.33797 -3.55165  0.0413
C: 1.90109 -3.63113 0.32904  0.0000
C: 1.07331 -1.70676 5.31042  0.0001
C: 0.83759 -1.13803 -4.45499  0.1862
C: -3.12132 2.24787 -1.96701  0.0001
C: -1.51683 2.60290 -0.03265  0.0001
C: -3.14606 -3.62129 -2.43047  0.0516
C: -0.94083 -1.98582 -3.07530  0.0142
C: -3.05384 -2.29065 -1.91455  -0.0039
C: -3.05423 0.68471 5.24476  0.0000
C: -4.15355 0.70156 3.00202  0.0000
C: 5.73924 1.12394 3.57978  0.0000
H: -2.14854 -5.14644 -3.55379  -0.0013
H: 2.97971 2.22049 -2.54472  -0.0015
H: -6.06784 1.74013 0.53550  0.0000
H: -2.63697 0.15354 6.12749  0.0000
H: 6.56192 -0.77023 -0.42104  0.0000
H: -3.82992 -1.05931 4.15325  0.0000
H: -6.38561 1.31640 -1.84748  0.0000
H: -2.23837 2.31242 -2.61533  0.0000
H: 3.90341 1.36905 -6.66779  0.0019
H: -1.41640 3.70548 0.07190  0.0000
H: 6.88182 -1.84633 0.97105  0.0000
H: -1.44898 2.15688 0.96451  0.0000
H: 0.64819 -1.85722 -5.22916  0.0163
H: 2.27440 -0.37334 -6.64251  -0.0001
H: -3.68772 3.74206 1.76646  0.0000
H: 4.72048 1.23811 3.13150  0.0000
H: 7.98347 -0.46491 0.66672  0.0000
H: -3.81723 -1.88165 -1.23277  -0.0008
H: -1.71800 -0.64751 -1.55698  0.0014
H: 5.65871 0.76273 4.62449  0.0000
H: -0.24758 -3.67482 -4.20643  0.0041
H: 4.01561 3.07414 -4.64102  0.0077
H: 6.36927 2.00799 3.50410  0.0000
H: -4.56859 1.81377 -3.52421  0.0000
H: -2.40385 2.62856 5.88773  0.0000

As for the charge: -2. The LUMO energy (alpha / beta) comes out at 3.90 / 3.90 eV. For the energy above the lowest of the compared OMol25 structures with the same formula, charge and spin, the calculation gives 191.0 kJ/mol. Its spin multiplicity is 2. For the frontier orbital gap (alpha / beta), the calculation gives 4.1 / 5.4 eV. The calculation puts the highest occupied orbital energy (alpha / beta) at -0.2 / -1.5 eV. As for the molar mass: 958.0 g/mol. The value obtained for the electronic energy is -230545.7075 eV.

Among the records above, which one has the lowest electronic energy? C31H25BrCl2CuF6N4O7S2

What is the formula in the first record? C11H13BrN2

Copy entry 1 word for word.
One molecule with the formula C11H13BrN2 in a non-equilibrium geometry. Source: the Open Molecules 2025 dataset; level of theory: ωB97M-V/def2-TZVPD.

Each line ends with the Löwdin charge.
Element x y z (Å)
Br: -2.80468 1.26180 0.18260  0.6879
N: -0.81070 -0.90653 -0.11370  -0.0395
N: -0.02358 1.24809 -0.18554  0.0783
C: 0.05922 2.60787 -0.35212  -0.1782
C: -1.00219 0.45566 -0.08574  -0.6333
C: -0.63264 -1.68978 -1.23341  -0.2845
C: -1.07471 -1.66883 0.99848  -0.3022
C: -0.83340 -2.91747 0.60181  -0.0579
C: -0.53767 -1.11546 -2.64680  -0.0069
C: 1.20856 3.17894 -0.09382  -0.1162
C: -1.24777 -0.96143 2.31374  -0.0300
C: 2.48101 2.57045 0.27284  -0.1516
C: -0.60827 -2.95128 -0.81787  -0.0538
C: 2.67250 1.41869 0.97803  0.0468
H: -2.20683 -0.48786 2.33301  0.0338
H: 1.39453 4.21472 -0.43625  0.1110
H: 3.22051 3.24101 -0.17684  0.0961
H: -0.93417 -1.57177 3.20492  0.1067
H: -1.45974 -1.02943 -3.18460  0.0646
H: -0.51738 -3.83582 -1.50113  0.1259
H: 0.13289 -1.88465 -3.26324  0.1259
H: 3.61950 1.06210 1.17877  0.0223
H: -0.46285 -0.25624 2.35830  0.0519
H: 0.05747 -0.25556 -2.60287  0.0389
H: -0.80758 3.09775 -0.73223  0.0799
H: 1.96231 0.96654 1.63391  0.0449
H: -0.84433 -3.79151 1.36973  0.1393

As for the SMILES: C=C/C=C\N=C(/Br)n1c(C)ccc1C. The LUMO energy comes out at 0.00 eV. For the energy above the lowest of the compared OMol25 structures with the same formula, charge and spin, the calculation gives 161.0 kJ/mol. Its spin multiplicity is 1. For the frontier orbital gap, the calculation gives 8.4 eV. The calculation puts the highest occupied orbital energy at -8.4 eV. As for the molar mass: 253.1 g/mol. The value obtained for the electronic energy is -84637.4948 eV.